(1)
{
  "formula": "C4H10N2O2",
  "method": "ωB97M-V/def2-TZVPD",
  "symbols": ["C", "C", "N", "C", "O", "C", "N", "O", "H", "H", "H", "H", "H", "H", "H", "H", "H", "H"],
  "xyz": [[0.78555, -0.86188, -1.36555], [0.35868, 0.16452, -0.36335], [-0.92806, -0.13356, 0.33460], [-2.08358, 0.34921, -0.26468], [-2.55087, -0.28946, -1.48656], [1.43262, 0.23785, 0.73892], [1.27268, 1.22141, 1.71274], [2.28058, -0.60816, 0.92136], [0.19969, -0.67268, -2.32034], [1.81351, -0.87715, -1.73413], [0.59110, -1.91108, -1.13141], [0.24232, 1.18501, -0.75265], [-0.87699, -1.02430, 0.80475], [-2.93062, 0.27543, 0.44402], [-1.98932, 1.39536, -0.55711], [-2.19240, -1.18383, -1.48190], [0.38956, 1.69359, 1.66839], [1.71049, 1.15701, 2.61251]],
  "forces_ev_per_a": [[-0.9, -0.4, -3.2], [0.2, 0.2, 1.6], [2.3, 0.6, -0.5], [-2.2, -0.3, -0.2], [0.6, 0.0, 0.2], [0.0, 0.0, 2.7], [-0.7, 0.1, -1.7], [0.2, -0.2, -0.9], [0.4, -0.3, 1.0], [0.1, 0.6, 0.6], [-0.2, 0.2, 0.6], [0.1, -0.4, -0.3], [-0.6, -0.1, -0.1], [0.4, 0.0, -0.1], [0.3, 0.0, 0.2], [-0.1, 0.0, -0.1], [-0.1, 0.3, 0.3], [0.2, -0.3, -0.1]],
  "de_lowest_kcal_mol": 38.63,
  "max_force_ev_per_a": 3.321,
  "molar_mass_g_mol": 118.1,
  "orbital_gap_ev": 10.3871,
  "homo_ev": -9.552,
  "smiles": "C[C@@H](NCO)C(N)=O"
}

(2)
{
  "formula": "C4H10N2O2",
  "method": "ωB97M-V/def2-TZVPD",
  "symbols": ["C", "C", "N", "C", "C", "O", "N", "O", "H", "H", "H", "H", "H", "H", "H", "H", "H", "H"],
  "xyz": [[1.40284, 2.07433, -0.19645], [1.15340, 0.82410, 0.51282], [0.46782, -0.26071, -0.16000], [-0.82059, -0.08014, -0.64295], [-1.90003, -0.14833, 0.50717], [-3.15539, 0.12739, 0.03915], [1.04669, -1.46001, -0.32688], [2.10541, -1.56138, 0.21231], [2.23415, 1.91431, -1.19880], [0.42653, 2.40235, -0.59988], [1.87397, 2.83423, 0.26359], [2.04822, 0.46819, 0.97876], [0.70068, 1.02261, 1.52214], [-0.82592, 0.99649, -1.25745], [-0.96580, -0.87833, -1.24100], [-1.51373, 0.57220, 1.45680], [-1.65115, -1.12619, 0.93399], [-3.54244, -0.70860, -0.54519]],
  "forces_ev_per_a": [[0.0, -1.9, -6.5], [0.4, -0.8, 3.5], [1.9, 0.7, 0.7], [-1.1, 5.2, 0.7], [3.9, 1.4, 1.5], [-2.5, -3.0, -1.9], [-1.0, 0.6, -0.1], [1.3, -0.8, 0.2], [-2.7, 0.2, 2.7], [0.8, 0.4, -0.2], [1.3, 2.3, 2.4], [0.9, -0.8, -0.6], [-0.7, 0.2, -1.0], [-0.5, -2.9, 1.4], [-1.0, -2.4, -2.6], [-1.6, -1.4, -2.7], [-1.0, -0.4, 0.1], [1.7, 3.2, 2.4]],
  "de_lowest_kcal_mol": 148.43,
  "max_force_ev_per_a": 6.725,
  "molar_mass_g_mol": 118.1,
  "orbital_gap_ev": 9.9302,
  "homo_ev": -9.330,
  "smiles": "CCN(CCO)N=O"
}

(3)
{
  "formula": "C4H10N2O2",
  "method": "ωB97M-V/def2-TZVPD",
  "symbols": ["C", "C", "N", "O", "H", "H", "H", "H", "H", "C", "C", "N", "O", "H", "H", "H", "H", "H"],
  "xyz": [[0.65205, 3.20261, -1.57979], [0.58924, 2.30734, -0.36367], [-0.66646, 1.95812, 0.04604], [1.58607, 1.98154, 0.25654], [1.18707, 2.73372, -2.39510], [1.18233, 4.08253, -1.24438], [-0.32352, 3.45063, -2.00277], [-0.71884, 1.41390, 0.89749], [-1.41802, 1.95303, -0.61797], [0.90185, -2.60914, 0.53373], [-0.54549, -2.22330, 0.38356], [-1.40566, -3.16023, 0.86639], [-0.93625, -1.18385, -0.10197], [1.14813, -2.54772, 1.59750], [1.59420, -1.97601, 0.00673], [1.07621, -3.61423, 0.16095], [-2.38587, -2.93414, 0.85660], [-1.11095, -3.97019, 1.38970]],
  "forces_ev_per_a": [[-0.4, -0.3, -0.2], [-0.2, -0.3, 0.2], [0.5, 0.3, 0.2], [-0.1, 0.2, -0.1], [0.5, -0.2, 0.1], [0.1, 0.3, -0.2], [0.0, 0.2, 0.3], [-0.1, -0.2, -0.5], [-0.1, -0.1, 0.2], [0.2, -0.1, 0.2], [0.3, -0.1, 0.0], [-0.4, -0.2, 0.1], [-0.1, 0.2, -0.1], [0.1, -0.2, -0.1], [-0.1, 0.6, -0.2], [-0.1, -0.3, 0.2], [0.0, 0.0, 0.0], [0.1, 0.2, -0.2]],
  "de_lowest_kcal_mol": 10.13,
  "max_force_ev_per_a": 0.644,
  "molar_mass_g_mol": 118.1,
  "orbital_gap_ev": 10.1962,
  "homo_ev": -9.391,
  "smiles": "CC(N)=O.CC(N)=O"
}

(4)
{
  "formula": "C4H10N2O2",
  "method": "ωB97M-V/def2-TZVPD",
  "symbols": ["N", "C", "O", "C", "N", "C", "C", "O", "H", "H", "H", "H", "H", "H", "H", "H", "H", "H"],
  "xyz": [[0.93197, -0.45473, 2.09838], [-0.13988, 0.22463, 1.57841], [-1.05797, 0.66292, 2.23507], [0.06735, 0.74592, 0.17630], [-0.32865, 2.20329, 0.10850], [-0.66927, 0.11914, -0.96814], [-0.18347, -1.28492, -1.17828], [1.05665, -1.16263, -1.91458], [1.66418, -0.93670, 1.71407], [0.89133, -0.86842, 2.96919], [1.19723, 0.77197, -0.07647], [-0.64105, 2.48847, -0.79591], [-1.05644, 2.44313, 0.68633], [-1.75826, 0.12444, -0.72818], [-0.47746, 0.66630, -1.89850], [-0.95648, -1.85728, -1.72244], [0.08571, -1.77773, -0.19312], [1.37450, -2.10778, -2.09062]],
  "forces_ev_per_a": [[-1.6, 0.8, 0.5], [0.9, 1.3, -0.3], [-0.2, -0.9, 0.4], [1.6, 3.1, -1.9], [2.4, -0.8, -0.3], [-0.7, -1.3, 0.5], [0.6, -0.7, 0.2], [0.1, -2.5, -0.4], [1.8, -0.5, -2.8], [-1.2, -0.3, 2.6], [-1.7, -0.5, 0.6], [0.2, -0.3, -0.8], [-1.9, 0.2, 2.1], [0.6, 0.0, -0.3], [-0.1, 0.0, 0.3], [0.6, -0.1, 0.1], [-0.8, 0.3, -1.0], [-0.6, 2.1, 0.3]],
  "de_lowest_kcal_mol": 51.79,
  "max_force_ev_per_a": 3.928,
  "molar_mass_g_mol": 118.1,
  "orbital_gap_ev": 9.6285,
  "homo_ev": -8.985,
  "smiles": "NC(=O)[C@H](N)CCO"
}

(5)
{
  "formula": "C4H10N2O2",
  "method": "ωB97M-V/def2-TZVPD",
  "symbols": ["C", "C", "N", "O", "H", "H", "H", "H", "H", "C", "C", "N", "O", "H", "H", "H", "H", "H"],
  "xyz": [[-3.33956, -0.76596, 0.36131], [-2.07149, -0.21488, -0.28715], [-1.52807, 0.88236, 0.33218], [-1.53152, -0.78537, -1.21695], [-2.98733, -1.18729, 1.30369], [-3.75630, -1.50841, -0.30436], [-4.09363, -0.00214, 0.56977], [-0.54893, 1.07290, 0.18623], [-2.12526, 1.32118, 1.00708], [1.80509, 0.76245, -1.09446], [2.26316, 0.28377, 0.25952], [2.11124, -1.04867, 0.45031], [2.72815, 1.01693, 1.10884], [2.57007, 0.56981, -1.84451], [1.50573, 1.79920, -1.04220], [0.93616, 0.18348, -1.41212], [2.40153, -1.47186, 1.32025], [1.77023, -1.62448, -0.29801]],
  "forces_ev_per_a": [[0.5, 0.6, -0.3], [0.1, -0.1, 0.0], [-0.7, -0.9, -0.5], [0.1, 0.1, 0.2], [-0.3, -0.2, 0.0], [-0.1, -0.2, 0.1], [0.2, 0.0, 0.0], [-0.3, 0.4, 0.1], [0.6, 0.4, 0.3], [-0.5, -0.5, -0.1], [0.2, 0.1, 0.1], [0.0, -0.4, 0.1], [-0.1, 0.1, 0.1], [0.2, 0.3, 0.0], [0.3, 0.3, -0.1], [-0.1, 0.0, -0.1], [0.0, 0.1, -0.2], [-0.1, -0.1, 0.1]],
  "de_lowest_kcal_mol": 10.08,
  "max_force_ev_per_a": 1.267,
  "molar_mass_g_mol": 118.1,
  "orbital_gap_ev": 10.5290,
  "homo_ev": -9.795,
  "smiles": "CC(N)=O.CC(N)=O"
}

(6)
{
  "formula": "C4H10N2O2",
  "method": "ωB97M-V/def2-TZVPD",
  "symbols": ["C", "C", "N", "O", "H", "H", "H", "H", "H", "N", "C", "O", "H", "C", "H", "H", "H", "H"],
  "xyz": [[-0.02447, -1.44434, -0.71099], [-1.22644, -1.31148, -0.13671], [-1.64537, -1.98696, 0.98847], [-2.19556, -0.47988, -0.61259], [0.67984, -2.16347, -0.33887], [0.16795, -1.02264, -1.68156], [-0.91169, -2.33311, 1.58586], [-2.40835, -1.54149, 1.47449], [-1.85681, -0.03466, -1.40233], [-0.69160, 2.00210, -0.59605], [-0.41586, 1.89146, 0.56871], [-0.21737, 1.64802, 1.68469], [-1.37981, 2.56160, -1.05141], [2.40978, 0.85763, 0.04485], [1.57549, 0.15811, -0.16302], [3.29504, 0.42028, -0.40454], [2.56265, 0.93606, 1.11578], [2.28259, 1.84278, -0.36478]],
  "forces_ev_per_a": [[-0.4, -0.4, -0.2], [0.4, 0.1, -0.2], [-0.3, 0.1, 0.0], [-0.2, -0.3, 0.0], [0.2, -0.1, 0.2], [0.1, 0.3, -0.1], [-0.1, 0.1, -0.1], [0.1, 0.0, 0.1], [0.0, -0.1, 0.3], [0.7, 0.0, -0.6], [-1.2, -0.3, 0.1], [0.6, 0.1, 0.2], [-0.1, 0.3, 0.1], [0.0, -1.0, 0.1], [0.4, 0.8, 0.1], [0.2, 0.0, 0.0], [0.0, 0.0, 0.1], [-0.3, 0.3, -0.3]],
  "de_lowest_kcal_mol": 50.13,
  "max_force_ev_per_a": 1.253,
  "molar_mass_g_mol": 118.1,
  "orbital_gap_ev": 8.6582,
  "homo_ev": -8.036,
  "smiles": "C=C(N)O.N=C=O.C"
}

(7)
{
  "formula": "C4H10N2O2",
  "method": "ωB97M-V/def2-TZVPD",
  "symbols": ["N", "N", "C", "C", "O", "C", "C", "O", "H", "H", "H", "H", "H", "H", "H", "H", "H", "H"],
  "xyz": [[0.10847, 1.91847, -0.80592], [-0.40967, 1.79097, 0.63075], [-1.17639, 0.70243, 1.05860], [-0.96745, -0.67057, 0.37806], [-1.50763, -0.78491, -0.84438], [0.44993, -1.28346, 0.34323], [1.56178, -0.55386, -0.40373], [2.41011, 0.26532, 0.41669], [-0.04439, 2.93800, -0.89025], [-0.85656, 1.41787, -1.39842], [-1.56751, 0.54780, 2.01335], [-1.54797, -1.25627, 1.25628], [-2.41791, -0.90183, -1.05042], [0.79318, -1.31503, 1.30986], [0.16317, -2.29159, 0.01472], [1.01219, -0.07779, -1.29468], [2.05120, -1.55899, -0.79088], [1.94544, 1.11344, 0.05714]],
  "forces_ev_per_a": [[-5.4, -2.1, 0.6], [-3.5, -2.5, 1.4], [6.5, 3.0, -5.3], [-1.9, -0.3, 4.7], [0.8, -0.1, -3.4], [-2.1, 1.2, -0.6], [-0.6, -4.0, -2.2], [-2.9, 1.6, -2.6], [0.2, -0.7, -0.2], [4.0, 1.9, 1.8], [-0.3, 1.2, 1.7], [1.0, 0.0, -2.2], [-1.1, 0.0, 0.8], [0.7, -0.5, 2.6], [0.9, 0.1, -0.3], [1.7, -0.3, 1.2], [0.3, 2.5, 0.3], [1.8, -1.1, 1.6]],
  "de_lowest_kcal_mol": 159.81,
  "max_force_ev_per_a": 8.885,
  "molar_mass_g_mol": 118.1,
  "orbital_gap_ev": 9.2551,
  "homo_ev": -9.210,
  "smiles": "N/N=C\\[C@@H](O)CCO"
}

(8)
{
  "formula": "C4H10N2O2",
  "method": "ωB97M-V/def2-TZVPD",
  "symbols": ["C", "C", "N", "O", "H", "H", "H", "H", "H", "C", "C", "N", "O", "H", "H", "H", "H", "H"],
  "xyz": [[0.11961, 2.14186, 1.20133], [-0.52821, 2.30134, -0.12465], [-0.20425, 3.39601, -0.86455], [-1.05685, 1.33872, -0.67166], [-0.40580, 2.73922, 1.96409], [1.17869, 2.40308, 1.20882], [-0.02991, 1.15288, 1.62269], [-0.46606, 3.50657, -1.82104], [0.44961, 4.07129, -0.52681], [-0.80143, -2.02297, -0.53790], [0.43035, -2.48351, 0.17259], [1.46521, -1.57981, 0.24343], [0.49662, -3.61723, 0.59795], [-1.48277, -1.61249, 0.22694], [-1.36170, -2.86142, -0.94082], [-0.73693, -1.20032, -1.24099], [2.39964, -1.70200, 0.58679], [1.37931, -0.75306, -0.32968]],
  "forces_ev_per_a": [[-0.7, 0.7, 1.9], [1.3, -1.9, -2.2], [0.1, 0.8, 0.8], [-0.7, 0.5, 0.5], [0.4, 0.4, -0.3], [-0.1, 0.1, -0.1], [0.2, -0.4, -0.6], [-0.3, -0.4, -0.3], [0.0, 0.2, 0.3], [-1.3, 0.7, 0.7], [0.9, -0.7, -0.6], [-0.5, 1.1, -0.6], [0.2, 0.1, 0.5], [0.2, -0.1, 0.0], [0.4, -0.2, -0.2], [0.5, 0.0, -0.2], [-0.2, -0.9, 0.3], [-0.2, -0.1, 0.2]],
  "de_lowest_kcal_mol": 18.02,
  "max_force_ev_per_a": 3.145,
  "molar_mass_g_mol": 118.1,
  "orbital_gap_ev": 10.0336,
  "homo_ev": -9.481,
  "smiles": "CC(N)=O.CC(N)=O"
}

Calculated lowest unoccupied orbital energy (eV), listed in the same order as above: 0.8349, 0.5999, 0.8055, 0.6435, 0.7335, 0.6226, 0.0451, 0.5530